The following is a DFT calculation (the ωB97M-V functional and the def2-TZVPD basis) of a structure of composition C23H20Cl2CoNO2S.

Geometry as XYZ:
```
50
Properties=species:S:1:pos:R:3:mulliken_charge:R:1
Co 0.138 -0.231 0.840 0.27
C 2.290 -2.259 3.039 -1.73
C 1.164 -1.288 2.833 1.19
C 1.401 0.101 2.708 -0.81
C 0.352 1.033 2.698 0.78
C 0.610 2.508 2.672 -1.78
C -0.963 0.520 2.723 -0.77
C -1.243 -0.846 2.771 1.28
C -2.652 -1.347 2.773 -1.76
C -0.155 -1.737 2.842 -0.66
H 2.216 -2.661 4.052 0.41
H 3.267 -1.786 2.951 0.44
H 2.225 -3.114 2.364 0.51
H 2.421 0.464 2.675 0.52
H 0.663 2.882 3.696 0.36
H -0.194 3.035 2.160 0.36
H 1.555 2.738 2.182 0.45
H -1.788 1.219 2.657 0.51
H -2.971 -1.499 3.807 0.39
H -2.736 -2.305 2.261 0.41
H -3.333 -0.630 2.319 0.43
H -0.348 -2.803 2.880 0.56
Cl -4.446 0.190 -4.592 -0.15
C -3.414 0.351 -3.230 0.04
C -3.247 1.621 -2.648 -0.42
C -2.430 1.811 -1.559 0.55
Cl -2.227 3.377 -0.881 -0.15
C -1.727 0.724 -0.998 -0.13
O -0.937 0.962 0.017 -0.09
C -1.915 -0.556 -1.585 0.74
C -1.287 -1.684 -1.029 -0.41
O -0.538 -1.702 -0.014 -0.36
C -2.761 -0.730 -2.708 -1.08
H -3.769 2.471 -3.068 0.49
H -1.463 -2.663 -1.479 0.51
H -2.890 -1.714 -3.139 0.48
S 3.603 -1.547 -1.456 -0.14
C 2.572 -1.249 -0.158 -0.25
N 1.667 -0.315 -0.326 0.62
C 1.799 0.287 -1.595 -0.21
C 1.137 1.416 -2.090 -0.20
C 1.445 1.847 -3.361 -0.82
C 2.412 1.201 -4.145 -0.64
C 3.120 0.132 -3.646 -0.58
C 2.808 -0.307 -2.360 0.81
H 2.644 -1.844 0.737 0.26
H 0.447 1.972 -1.477 0.45
H 0.946 2.722 -3.754 0.47
H 2.629 1.571 -5.137 0.43
H 3.904 -0.339 -4.223 0.43
```

Its total energy is -3794.47281 Eh. The HOMO-LUMO gap (spin up / spin down) is 6.079 / 6.078 eV. The HOMO energy (spin up / spin down) is -14.3 / -14.3 eV. The LUMO energy (spin up / spin down) is -0.3015 / -0.3015 hartree. As for the charge: +2.

---

The following is a DFT calculation (the ωB97M-V functional and the def2-TZVPD basis) of a structure of composition C23H20ClN8O4SY.

Geometry as XYZ:
```
58
Properties=species:S:1:pos:R:3:mulliken_charge:R:1
Y 0.095 0.540 0.357 2.01
N 3.296 -0.810 1.568 -0.21
C 2.473 -0.710 2.627 0.42
N 2.892 -1.237 3.761 -0.66
C 2.049 -1.146 4.791 0.40
N 2.414 -1.651 5.957 -0.30
N 0.823 -0.557 4.728 -0.63
C 0.496 -0.079 3.565 -0.19
N 1.261 -0.110 2.446 0.05
C -0.859 0.547 3.464 0.88
C -1.692 0.609 4.566 -0.72
C -2.945 1.188 4.421 -0.44
C -3.327 1.688 3.187 -0.92
C -2.439 1.594 2.131 -0.01
N -1.231 1.031 2.267 0.05
H 4.199 -1.223 1.735 0.27
H 3.194 -0.218 0.762 0.05
H 3.312 -2.096 6.053 0.26
H 1.796 -1.588 6.748 0.25
H -1.355 0.207 5.509 0.54
H -3.616 1.246 5.267 0.46
H -4.294 2.148 3.039 0.45
H -2.680 1.970 1.145 0.40
Cl -6.501 -2.371 -4.223 -0.14
C -4.874 -2.180 -3.726 0.41
C -3.852 -2.721 -4.501 -0.69
C -2.544 -2.567 -4.095 -0.64
C -2.259 -1.888 -2.905 0.46
C -3.292 -1.338 -2.141 0.11
C -4.600 -1.479 -2.554 -0.96
C -0.859 -1.762 -2.554 0.34
O 0.139 -1.859 -3.165 -0.45
O -0.635 -1.403 -1.084 -0.06
H -4.092 -3.255 -5.409 0.45
H -1.736 -2.979 -4.684 0.47
H -3.076 -0.761 -1.252 0.35
H -5.413 -1.052 -1.985 0.43
S 4.064 3.285 -0.455 -0.15
C 2.671 2.618 0.249 -0.33
N 2.173 1.555 -0.332 0.15
C 2.939 1.204 -1.447 -0.29
C 2.698 0.123 -2.297 -0.18
C 3.560 -0.080 -3.352 -0.78
C 4.652 0.774 -3.569 -0.55
C 4.903 1.842 -2.735 -0.53
C 4.031 2.048 -1.666 0.85
H 2.233 3.065 1.132 0.43
H 1.857 -0.546 -2.153 0.20
H 3.389 -0.907 -4.027 0.48
H 5.307 0.591 -4.409 0.42
H 5.745 2.498 -2.907 0.44
O -0.961 -1.842 0.923 -0.21
N -1.186 -2.267 -0.154 0.18
C -1.691 2.498 -1.757 -0.85
O -1.079 1.594 -0.861 -0.65
H -2.478 3.065 -1.255 0.30
H -2.137 1.954 -2.592 0.30
H -0.960 3.203 -2.156 0.31
```

Its total energy is -2523.84289 Eh. The HOMO-LUMO gap is 7.593 eV. The HOMO energy is -14.2 eV. The LUMO energy is -0.2439 hartree. As for the charge: +2.